Entry 1:
Here is a 3-piece molecular cluster, C18H23BrF16N3O3 overall from the Open Molecules 2025 dataset. Energies are from ωB97M-V with the def2-TZVPD basis set.

Cartesian coordinates (Å):
Br 1.73 0.39 1.99
F 2.35 4.25 -1.70
F 6.30 2.69 -0.06
F 7.98 1.27 -1.58
F 4.06 1.36 -0.74
F -8.11 -1.85 3.34
F 3.69 3.06 -2.96
F -6.84 0.51 3.22
F -8.15 1.58 0.90
F -8.06 -1.12 1.27
F 7.90 3.90 -0.91
F 2.01 1.62 -1.45
F -5.55 -1.21 3.70
F -8.00 2.00 -1.25
F 6.08 1.48 -2.64
F -6.45 -0.11 -0.65
F -5.30 1.69 -1.11
O -2.90 -2.59 1.96
O -5.40 1.04 0.97
O 5.89 4.13 -1.74
N 0.09 -0.38 -0.11
N 2.26 -1.28 -0.30
N -2.21 -2.62 -0.31
C -2.57 -2.62 0.85
C -0.42 -1.23 -1.23
C -7.31 -1.61 2.28
C -6.25 -0.59 2.70
C 3.71 -3.34 -0.23
C 7.17 2.15 -2.21
C 1.26 -1.00 0.64
C -6.11 1.11 -0.19
C -5.20 -0.17 1.66
C 3.07 2.26 -0.84
C 3.51 -1.89 0.23
C 0.17 -3.21 0.30
C -7.34 2.03 -0.07
C 0.70 -2.22 1.34
C 3.47 3.47 -1.70
C -0.80 -2.63 -0.73
C 4.61 4.35 -1.19
C 6.77 3.23 -1.20
H -0.66 -0.24 0.58
H 4.34 5.35 -1.53
H -1.32 -0.74 -1.60
H -4.30 0.00 2.25
H 3.14 -3.54 -1.13
H 3.38 -4.05 0.53
H -6.84 -2.54 1.97
H 3.52 -1.84 1.32
H -4.99 -0.99 0.97
H 2.51 -0.43 -0.80
H 4.76 -3.53 -0.41
H 1.51 -2.70 1.90
H 2.75 2.57 0.15
H 4.33 -1.29 -0.12
H -0.74 -3.26 -1.61
H -7.02 3.05 0.15
H 1.02 -3.60 -0.26
H 4.63 4.37 -0.10
H -0.06 -1.92 2.05
H 0.31 -1.26 -2.03
H 7.69 2.59 -3.06
H -0.28 -4.07 0.80
H 0.35 0.56 -0.43

Computed properties:
Total charge: +1
E_HOMO: -13.59 eV
Frontier orbital gap: 10.52 eV
LUMO level: -0.113 Eh


Entry 2:
Here is C18H23CdN8S as an isolated structure from the Open Molecules 2025 dataset. Energies are from ωB97M-V with the def2-TZVPD basis set.

Cartesian coordinates (Å):
Cd 0.90 1.48 0.61
S -1.44 1.00 0.03
N 0.97 -0.84 -0.27
N 0.97 1.43 5.07
N 0.00 -1.06 -1.10
N 0.88 3.88 -0.25
N 3.00 1.83 -0.59
N -3.27 -0.17 -1.72
N 1.57 1.36 2.96
N -2.11 -0.74 -1.89
C 1.82 -1.96 -0.12
C 2.65 -1.97 1.06
C 2.16 2.13 4.95
C -4.31 -2.00 -2.85
C 3.29 3.30 -0.57
C 2.58 -4.23 -0.63
C -5.72 -0.44 -1.66
C -6.66 -2.39 -2.78
C 3.42 -3.07 1.31
C -6.78 -1.31 -1.92
C -5.39 -2.79 -3.20
C 2.47 2.10 3.61
C -4.44 -0.78 -2.17
C 3.40 -4.21 0.51
C 1.80 -3.12 -0.98
C 2.10 4.09 -1.14
C -1.11 -0.31 -1.07
C 0.63 0.93 3.87
H -3.33 0.75 -1.29
H 3.32 2.51 3.04
H -0.03 4.22 -0.64
H 3.49 3.63 0.44
H -3.28 -2.30 -3.18
H 2.52 -1.15 1.80
H -7.63 -2.89 -3.00
H 2.96 1.51 -1.58
H 1.06 -3.11 -1.76
H -5.30 -3.66 -3.82
H 1.02 4.41 0.63
H -0.30 0.46 3.73
H -5.78 0.37 -0.97
H 0.42 1.30 5.89
H -7.78 -1.24 -1.42
H 2.62 2.67 5.77
H 4.08 -2.98 2.13
H 1.87 3.79 -2.17
H 2.41 5.13 -1.09
H 2.49 -5.11 -1.22
H 3.88 -5.14 0.87
H 4.26 3.47 -1.10
H 3.67 1.23 -0.13

Computed properties:
Total charge: +1
E_HOMO (spin up / spin down): -9.40 / -9.38 eV
Frontier orbital gap (spin up / spin down): 6.07 / 6.06 eV
LUMO level (spin up / spin down): -0.122 / -0.122 Eh


Entry 3:
Here is C18H23Cl2N6O5OsP as an isolated structure from the Open Molecules 2025 dataset. Energies are from ωB97M-V with the def2-TZVPD basis set.

Cartesian coordinates (Å):
Os 0.19 -0.36 0.10
Cl -3.74 0.07 2.62
Cl -4.57 -1.56 0.33
P 2.42 2.34 0.84
O -1.10 -0.91 -1.38
O -2.36 -2.85 2.00
O -0.88 -1.32 1.33
O -2.82 -1.32 -2.77
O -1.43 1.74 -1.70
N 1.55 0.53 -1.16
N 3.29 0.46 2.76
N 1.62 -0.25 1.55
N 0.17 3.91 1.45
N 3.05 1.94 -1.89
N -0.34 1.83 0.92
C -3.76 1.32 -2.17
C 2.76 1.09 -2.93
C -1.18 3.80 1.53
C 2.98 -0.80 3.20
C 0.95 5.12 1.74
C 4.36 1.31 3.32
C 4.00 3.06 -1.96
C -1.91 1.19 -3.95
C -2.04 -0.66 -2.17
C 0.65 2.70 1.07
C 1.95 -1.25 2.44
C -3.23 -0.79 1.15
C 1.83 0.21 -2.47
C 2.31 1.58 -0.83
C -1.49 2.51 1.20
C -2.31 1.08 -2.50
C -2.15 -1.78 1.53
C 2.45 0.78 1.77
H 1.35 -0.61 -2.97
H 3.50 3.99 -1.69
H -1.81 4.63 1.83
H 4.85 0.76 4.11
H -4.40 0.67 -2.76
H 1.50 5.44 0.85
H 3.93 2.22 3.73
H 3.52 -1.28 4.01
H -2.55 0.57 -4.57
H 3.24 1.16 -3.88
H -3.99 2.36 -2.41
H 1.63 4.95 2.56
H 4.35 3.14 -2.99
H 1.41 -2.18 2.48
H -0.87 0.91 -4.11
H -2.03 2.24 -4.23
H 5.08 1.55 2.55
H 0.26 5.91 2.02
H -3.98 1.14 -1.11
H -2.82 -0.04 0.48
H 4.84 2.88 -1.31
H -1.89 2.14 -0.94
H -2.46 2.04 1.20

Computed properties:
⟨S²⟩: 6.02
Total charge: +2
Multiplicity: 5
E_HOMO (spin up / spin down): -14.73 / -14.86 eV
Frontier orbital gap (spin up / spin down): 8.89 / 6.00 eV
LUMO level (spin up / spin down): -0.215 / -0.325 Eh


Entry 4:
Here is a 2-piece molecular cluster, C18H23ClINO9 overall from the Open Molecules 2025 dataset. Energies are from ωB97M-V with the def2-TZVPD basis set.

Cartesian coordinates (Å):
I -5.66 2.57 2.35
Cl 0.16 0.84 -3.58
O -5.99 -2.96 2.66
O -2.28 1.27 -4.34
O -6.23 -0.08 0.42
O 0.12 1.14 0.30
O -5.24 -0.13 -2.27
O 5.90 1.26 1.76
O 6.87 -0.18 -0.80
O 3.57 -0.22 0.35
O -3.61 3.85 0.11
N -1.42 2.38 -1.02
C -6.62 -3.17 0.34
C -2.76 1.87 -0.93
C -2.24 -0.10 -2.38
C 4.96 1.70 0.79
C -0.65 1.79 -0.26
C -4.84 1.85 0.54
C 3.59 1.07 0.94
C -5.26 0.74 -0.07
C -6.54 -2.23 1.55
C 6.44 -0.04 1.56
C 7.48 -0.11 0.47
C -3.74 2.67 -0.08
C -1.62 0.72 -3.52
C -4.61 0.40 -1.39
C 2.45 -0.98 0.76
C 7.78 0.07 -1.85
C -3.16 0.76 -1.56
C -5.63 -1.03 1.33
H 5.65 -0.78 1.40
H -2.77 -0.93 -2.85
H 3.34 0.99 2.01
H 6.93 -0.29 2.51
H 8.61 -0.64 -1.83
H 2.84 1.69 0.44
H -4.68 -1.37 0.91
H -7.56 -1.93 1.82
H 5.34 1.57 -0.23
H 8.18 1.09 -1.78
H -6.30 -4.16 0.68
H -1.46 -0.54 -1.77
H -5.96 -2.89 -0.49
H 2.48 -1.16 1.84
H 1.52 -0.47 0.50
H -7.64 -3.29 -0.04
H -5.14 -2.58 2.87
H 8.12 0.78 0.52
H 8.10 -1.00 0.61
H 7.24 -0.02 -2.79
H 2.49 -1.93 0.24
H 4.85 2.77 0.97
H -5.46 -0.54 2.29

Computed properties:
Total charge: 0
SMILES: C[C@@H](O)COC1=C(I)C(=O)C(N=C=O)=C(CC(=O)Cl)C1=O.COCCOCCOC
E_HOMO: -9.32 eV
Frontier orbital gap: 7.64 eV
LUMO level: -0.062 Eh


Entry 5:
Here is C18H23ClN3O11P2Ru as an isolated structure from the Open Molecules 2025 dataset. Energies are from ωB97M-V with the def2-TZVPD basis set.

Cartesian coordinates (Å):
Ru 0.21 0.10 -0.01
Cl 4.38 2.30 5.87
P -3.07 -1.18 -0.74
P -1.87 -0.81 1.88
O -1.66 -1.06 -1.15
O 2.13 1.69 -1.98
O 1.95 -0.20 1.18
O -3.95 0.11 -1.02
O -3.03 -3.08 1.01
O 0.57 2.17 0.85
O -0.61 -1.61 1.59
O -3.92 -2.28 -1.49
O 0.69 -3.06 -0.36
O -1.77 0.60 1.36
O -2.31 -0.91 3.40
N 1.06 -1.82 -0.87
N 1.83 0.51 -1.66
N -0.83 1.58 -1.51
C -2.47 3.28 -1.87
C -0.78 1.36 -2.82
C -1.64 2.53 -1.04
C 3.50 -0.28 -3.23
C 1.18 2.51 1.86
C 4.01 0.31 4.06
C 2.11 1.71 2.61
C 3.64 1.60 4.46
C 2.71 2.30 3.75
C 2.66 -3.06 -2.24
C 3.45 -0.28 2.97
C -1.56 2.08 -3.72
C -4.61 -1.37 1.58
C -2.42 3.04 -3.24
C 2.46 0.40 2.19
C -3.24 -1.66 1.02
C 2.00 -1.82 -1.74
C 2.42 -0.51 -2.22
H 0.21 -2.79 0.45
H -1.75 -0.41 4.01
H -4.80 -0.29 1.61
H -5.38 -1.84 0.97
H 1.02 3.54 2.23
H 2.57 -3.12 -3.32
H -3.41 0.91 -1.11
H -3.05 3.61 -3.91
H 4.27 0.38 -2.81
H 3.73 -3.01 -2.01
H -2.09 -3.24 1.16
H -0.11 0.59 -3.16
H -1.63 2.67 0.03
H 3.73 -1.27 2.65
H -4.67 -1.77 2.59
H -1.49 1.86 -4.78
H 3.11 0.23 -4.11
H 2.24 -3.95 -1.79
H -3.74 -3.15 -1.10
H 4.76 -0.22 4.64
H 2.42 3.30 4.04
H 3.97 -1.21 -3.55
H -3.12 4.03 -1.45

Computed properties:
⟨S²⟩: 8.76
Total charge: 0
Multiplicity: 6
E_HOMO (spin up / spin down): -7.57 / -7.47 eV
Frontier orbital gap (spin up / spin down): 7.65 / 6.39 eV
LUMO level (spin up / spin down): 0.003 / -0.039 Eh


Entry 6:
Here is C18H23CsN15O2S as an isolated structure from the Open Molecules 2025 dataset. Energies are from ωB97M-V with the def2-TZVPD basis set.

Cartesian coordinates (Å):
Cs -0.20 -0.79 -0.07
S -3.09 2.81 -0.71
O -3.54 3.18 0.61
O -1.99 3.61 -1.23
N -7.59 3.69 -4.52
N -3.03 -0.96 -0.66
N 2.62 -3.55 -0.17
N 1.45 -3.87 0.38
N 3.65 1.42 -1.40
N -4.81 0.57 -0.27
N 3.10 0.27 -0.94
N 4.94 1.40 -1.22
N 1.69 4.51 -0.02
N 4.11 -1.68 0.09
N -2.64 1.29 -0.85
N 5.29 0.25 -0.63
N 0.84 2.35 0.91
N 1.06 -2.92 1.18
N 1.98 -1.94 1.20
C -5.67 3.50 -1.37
C 2.91 -2.35 0.35
C -6.52 3.52 -3.62
C 1.14 3.69 -1.15
C 2.83 3.78 0.64
C 2.23 2.53 1.33
C -3.86 -1.96 -0.43
C -5.20 -1.78 -0.14
C -4.24 2.87 -3.19
C -5.62 -0.46 -0.07
C -5.28 3.08 -4.08
C -6.71 3.72 -2.26
C 4.15 -0.41 -0.49
C 0.59 4.80 0.96
C 0.02 3.43 1.42
C -4.44 3.08 -1.83
C 0.76 2.32 -0.56
C -3.53 0.30 -0.58
H -6.65 -0.21 0.16
H 3.52 3.48 -0.15
H -0.25 2.07 -0.85
H 1.93 3.59 -1.90
H 3.30 4.47 1.33
H -7.30 3.89 -5.46
H -3.27 2.54 -3.55
H 0.01 3.38 2.51
H 2.04 5.39 -0.39
H 4.83 -2.29 -0.27
H 2.81 1.65 1.07
H -5.81 3.63 -0.30
H -5.13 2.91 -5.14
H 0.27 4.22 -1.54
H 2.24 2.65 2.42
H -8.28 4.34 -4.20
H 1.04 5.37 1.78
H -7.68 4.04 -1.89
H -1.00 3.32 1.06
H -0.16 5.40 0.45
H -5.87 -2.61 0.04
H 1.46 1.58 -0.92
H -3.43 -2.96 -0.49

Computed properties:
Total charge: -1
E_HOMO: -4.62 eV
Frontier orbital gap: 6.33 eV
LUMO level: 0.063 Eh